1.
# C27H26N4O4PtS

A molecular structure, C27H26N4O4PtS (the ωB97M-V functional and the def2-TZVPD basis, the OMol25 dataset).

The total charge is +1. As for the spin multiplicity: 2. Its energy above the lowest of the compared OMol25 structures with the same formula, charge and spin is 0.000 eV. The HOMO energy (alpha / beta) comes out at -10.55 / -10.52 eV.

Geometry (Å):
Pt: -1.21228 -2.01962 1.03472
H: 5.24649 -0.93078 3.39309
C: -4.22632 -2.31071 1.98031
H: -2.45969 2.89812 -1.61983
H: 4.58323 0.65860 3.86855
H: 5.99253 2.98863 -2.78601
C: 0.29684 -1.45128 2.25717
C: 3.32853 0.93730 -3.10951
C: -5.42079 -2.27556 2.69037
H: 2.85544 0.27590 -3.82612
C: -1.41664 2.82570 -1.93751
C: -2.60647 -1.88755 -3.17869
C: -1.63994 -1.95452 -2.20165
H: 1.15469 -2.08938 5.48511
O: -0.87280 1.55219 -1.63072
O: 2.85056 2.18017 0.33147
N: 1.56677 0.32755 -1.62777
C: 1.62037 2.90019 0.37053
H: -1.34276 3.04513 -3.00486
N: -0.07958 -0.98310 -0.68360
O: 3.70143 -0.21525 2.19899
C: 4.83122 0.01016 3.02537
C: 4.48013 1.61267 -3.45279
H: -7.47183 -1.64642 2.69889
N: 1.75436 -0.33671 0.58570
C: -6.54871 -1.69850 2.14198
H: 2.63259 0.17111 0.55570
S: -2.81800 -3.10245 2.58374
H: -2.79958 1.46777 -3.51479
H: -5.15325 -0.91127 -0.85606
H: -1.30915 -2.90197 -1.79374
C: 5.08900 2.45365 -2.53160
O: -3.04676 -1.66054 0.06617
H: -0.82278 3.54859 -1.38424
C: 0.20105 -1.86199 3.59121
H: 1.39969 3.07304 1.42146
C: -1.43540 0.45990 -2.20054
C: 3.35056 1.94791 -0.93177
C: 2.74787 1.06323 -1.84198
C: 1.49024 -0.85410 1.83286
H: -3.74515 -0.57882 -4.44559
C: -1.00221 -0.80297 -1.70940
C: -2.43821 0.51326 -3.15848
C: 2.46546 -1.19639 4.03789
C: 1.03031 -0.28754 -0.53951
C: -6.48101 -1.21392 0.83281
H: -0.71413 -2.30633 3.95284
H: 1.11557 0.04254 -2.48534
C: 4.51286 2.61668 -1.28578
H: -3.06577 -2.78766 -3.56306
H: -7.35204 -0.80822 0.34082
C: -2.99794 -0.64842 -3.66699
H: -5.43715 -2.70492 3.68152
H: 4.90555 1.48139 -4.43783
C: -5.29455 -1.24979 0.15954
H: 4.94841 3.28490 -0.55503
N: -4.17873 -1.73619 0.74853
H: 0.80474 2.33434 -0.08308
C: 1.26085 -1.74327 4.46738
H: 3.29827 -1.12232 4.72226
H: 1.72580 3.86044 -0.14055
H: 5.56095 0.50523 2.39127
C: 2.58729 -0.75787 2.73615

2.
# C27H26N8PtS2Se

A molecular structure, C27H26N8PtS2Se (the ωB97M-V functional and the def2-TZVPD basis, the OMol25 dataset).

The total charge is +2. The HOMO energy (alpha / beta) comes out at -13.61 / -13.61 eV.

Geometry (Å):
C: -1.61799 2.73897 -2.99422
H: -5.80149 -4.36523 -3.86252
C: -2.17199 -0.76513 -1.80932
C: -2.90659 2.53797 0.87488
C: -5.07819 -2.47753 -1.17292
H: -2.51779 2.15017 -4.85082
C: -5.25969 -2.77143 -2.51252
C: 5.31641 -0.17373 3.92658
C: 1.63491 0.06417 4.48068
C: 4.59171 -0.28623 -1.02332
H: -2.27719 2.14037 -2.36192
N: -0.64329 2.54497 -0.08082
H: -1.55529 4.20907 0.77088
H: -0.36779 -1.58693 1.43138
H: 3.33591 0.04277 5.79278
N: -0.28789 2.73857 -2.40992
N: 2.08601 -0.18273 2.15578
C: 6.21151 -0.21123 2.81358
H: -3.27049 1.72217 0.25438
C: -5.61559 -4.07453 -2.83862
C: 6.54221 -0.14803 0.34568
H: -2.64139 -0.61153 -2.76742
H: -0.15789 2.28077 0.77068
C: -5.23569 -3.45773 -0.20972
H: -5.16299 -2.01133 -3.27002
H: -5.76989 -5.53453 0.04758
S: 1.76631 1.99977 -0.99702
H: -2.52419 2.12547 1.80518
H: -2.22029 3.72987 -0.78412
S: -4.72069 -0.77493 -0.70322
C: 3.89681 -0.13053 3.72768
C: -5.59499 -4.72703 -0.64842
C: -2.28839 -1.25593 0.52548
C: 3.40741 -0.20143 2.40418
H: -0.17149 -0.60553 -2.56192
H: -0.86859 2.71997 -5.02402
H: -5.12049 -3.24703 0.84138
H: 0.17581 -0.03483 2.90248
H: 0.45361 2.76707 -3.10032
C: 4.31861 -0.25223 1.27708
N: 3.79681 -0.31323 0.03728
H: 6.57841 -0.10943 -1.79852
C: 5.97411 -0.17473 -0.91012
C: -0.90929 -1.28653 0.54238
H: 7.60781 -0.08083 0.48928
Pt: 1.76591 -0.42153 -0.17852
C: -2.93899 -0.95723 -0.66582
N: -5.76849 -4.99723 -1.92052
C: 1.22981 -0.05143 3.15338
C: -1.53469 2.13747 -4.39132
C: -1.83729 3.34677 0.15708
Se: 7.65291 -0.25333 4.87498
H: -2.00739 3.75927 -3.06982
H: -2.84839 -1.44913 1.42518
C: -0.79749 -0.76973 -1.69562
H: 4.11971 -0.35523 -1.99802
H: -3.74149 3.19167 1.10768
C: 0.11031 2.46747 -1.17552
N: -0.16999 -0.97763 -0.53042
H: 0.90561 0.20527 5.26028
H: -1.17869 1.10917 -4.36592
N: 7.48871 -0.25543 3.13928
N: 5.92021 -0.18123 5.10158
C: 2.97951 -0.00323 4.77648
C: 5.71331 -0.20473 1.47018

no.,calculated total energy (Eh)
1,-2081.67274
2,-4799.16684